1.
{"formula": "C5H8", "method": "the ωB97M-V functional and the def2-TZVPD basis", "species": ["C", "C", "C", "C", "C", "H", "H", "H", "H", "H", "H", "H", "H"], "positions_angstrom": [[-0.24312, -0.77536, 0.85910], [-1.28691, -0.20611, -0.12361], [-0.54886, 0.97351, -0.73337], [0.75976, 0.94443, -0.45281], [1.16248, -0.24053, 0.28738], [-0.28497, -1.85429, 1.00264], [-0.46731, -0.34482, 1.86491], [-1.53815, -0.96872, -0.87783], [-2.24427, 0.09052, 0.33160], [-1.04186, 1.71033, -1.35729], [1.62654, 1.34797, -0.97270], [2.12819, -0.36814, -0.81683], [1.97849, -0.30880, 0.98882]], "forces_ev_per_a": [[0.49, -0.34, -0.52], [0.20, 0.00, -0.02], [0.17, 0.23, 0.06], [-0.03, 0.31, -0.20], [1.21, -0.47, -1.30], [-0.07, -0.03, -0.22], [0.88, 0.01, -0.66], [0.09, 0.32, -0.08], [0.38, -0.15, 0.12], [0.12, -0.16, -0.10], [-0.73, 1.42, 0.03], [-2.63, -1.97, 2.29], [-0.09, 0.83, 0.59]], "total_energy_ha": -195.19024, "molar_mass_g_mol": 68.1, "fmax_ha_per_bohr": 0.0779, "de_lowest_kj_mol": 267.2, "homo_lumo_gap_ev": 9.346}



2.
{"formula": "C9H11FOS", "method": "the ωB97M-V functional and the def2-TZVPD basis", "species": ["C", "C", "C", "C", "C", "C", "C", "C", "C", "O", "F", "S", "H", "H", "H", "H", "H", "H", "H", "H", "H", "H", "H"], "positions_angstrom": [[2.09046, -0.29680, 1.04122], [1.30533, 1.47032, -0.45488], [1.25422, -1.20926, 0.36977], [0.45339, 0.57743, -1.11314], [2.10093, 0.99891, 0.60188], [0.35680, -0.70972, -0.57871], [-3.61999, 1.44568, 1.03281], [1.13235, -2.71654, 0.72743], [-0.50775, 0.91217, -2.25288], [-1.80441, -0.25716, 1.56917], [3.00658, 1.87823, 1.22822], [-2.95527, 0.00610, 0.66483], [2.61213, -0.77601, 1.76577], [1.57126, 2.53988, -0.54760], [-3.28468, 2.10697, 1.90126], [-4.24753, 1.95634, 0.31514], [1.13354, -3.02163, 1.85673], [0.15738, -3.26222, 0.29397], [1.92149, -3.16409, 0.13871], [-0.68399, 0.04936, -2.85956], [-1.59181, 1.04853, -1.77653], [-0.08925, 1.68149, -2.80629], [-0.31115, -1.25796, -1.11732]], "forces_ev_per_a": [[-1.97, -0.82, -2.53], [1.53, 0.64, 1.12], [-2.34, -0.12, 0.42], [-0.37, 0.41, 0.82], [0.68, 0.39, 0.39], [2.80, 1.58, 0.24], [0.84, 0.64, 0.54], [-1.79, -0.66, 0.34], [-1.96, -1.16, 3.20], [-1.00, -0.49, -0.58], [-1.40, -0.88, -0.93], [0.78, 1.67, 1.41], [2.11, -0.35, 2.39], [-0.95, -0.50, -1.01], [-0.22, -1.36, -1.21], [-0.45, -0.47, -0.06], [0.44, 0.85, -2.12], [1.90, 1.73, 0.88], [0.50, -0.64, 0.44], [0.33, -0.57, -0.58], [2.27, 0.59, -1.12], [0.00, 1.80, -1.17], [-1.73, -2.26, -0.86]], "total_energy_ha": -922.72358, "molar_mass_g_mol": 186.3, "fmax_ha_per_bohr": 0.0763, "de_lowest_kj_mol": 122.6, "homo_lumo_gap_ev": 8.355}



3.
{"formula": "C60H47FGeIrNO4P3S", "method": "the ωB97M-V functional and the def2-TZVPD basis", "species": ["Ir", "F", "Ge", "C", "C", "C", "C", "C", "C", "P", "C", "C", "C", "C", "C", "C", "C", "C", "C", "C", "C", "C", "C", "C", "C", "C", "C", "C", "P", "C", "C", "C", "C", "C", "C", "C", "C", "C", "C", "C", "C", "C", "C", "C", "C", "C", "C", "P", "C", "C", "C", "C", "C", "C", "C", "C", "C", "C", "C", "C", "H", "H", "H", "H", "H", "H", "H", "H", "H", "H", "H", "H", "H", "H", "H", "H", "H", "H", "H", "H", "H", "H", "H", "H", "H", "H", "H", "H", "H", "H", "H", "H", "H", "H", "H", "H", "H", "H", "H", "H", "H", "H", "O", "S", "O", "O", "O", "N", "C", "C", "C", "C", "C", "C", "H", "H", "H", "H", "H"], "positions_angstrom": [[-0.20122, 0.40079, -0.40214], [-1.70030, 0.36041, 4.88577], [-1.22634, -0.01281, 3.18075], [0.78672, 0.09845, 3.37716], [1.09733, -0.12201, 4.73875], [2.37648, -0.24137, 5.24171], [3.46185, -0.15101, 4.37830], [3.18090, 0.12886, 3.06339], [1.87586, 0.16311, 2.51502], [1.83798, 0.57620, 0.69980], [2.24919, 2.36429, 0.50164], [2.98107, 3.12507, 1.43108], [3.11821, 4.50155, 1.28582], [2.54454, 5.12030, 0.15695], [1.93446, 4.35119, -0.86358], [1.78353, 2.99493, -0.65667], [3.34324, -0.12362, -0.04998], [3.73169, -1.47944, 0.04980], [4.87810, -1.97810, -0.54965], [5.68399, -1.16209, -1.30593], [5.31548, 0.16292, -1.50109], [4.20634, 0.71339, -0.81547], [-1.57679, -1.90927, 3.09959], [-1.71698, -2.52038, 4.37801], [-1.83494, -3.87081, 4.46235], [-1.95931, -4.58045, 3.28565], [-1.75960, -3.99938, 2.05369], [-1.54876, -2.60834, 1.92637], [-1.36088, -1.83144, 0.15307], [-0.33299, -3.19243, -0.58627], [-0.53724, -4.02926, -1.67050], [0.34372, -5.08683, -1.89673], [1.42732, -5.27879, -1.06563], [1.69751, -4.40787, -0.04361], [0.79432, -3.40698, 0.21944], [-3.08297, -2.12023, -0.46477], [-4.09103, -2.30350, 0.48093], [-5.41811, -2.51130, 0.13647], [-5.76522, -2.50104, -1.20598], [-4.76114, -2.33374, -2.16840], [-3.44107, -2.06951, -1.81265], [-2.86614, 0.90871, 2.33700], [-3.99135, 0.71408, 3.12960], [-5.24057, 1.21105, 2.81233], [-5.37437, 1.96448, 1.68669], [-4.28713, 2.25042, 0.89554], [-3.05569, 1.68557, 1.17486], [-1.59317, 2.17289, 0.15185], [-0.99858, 3.46688, 1.34526], [-1.71660, 4.70020, 1.51829], [-1.33839, 5.58999, 2.51166], [-0.29912, 5.24829, 3.39173], [0.30651, 4.02299, 3.31148], [-0.08880, 3.15485, 2.31762], [-2.16400, 3.07491, -1.29830], [-3.01540, 2.49786, -2.24166], [-3.27465, 3.17537, -3.42789], [-2.72241, 4.42093, -3.67623], [-1.82103, 4.98638, -2.79772], [-1.59960, 4.33463, -1.56204], [0.27013, -0.20341, 5.41209], [2.50638, -0.40273, 6.32159], [4.51044, -0.32089, 4.69969], [3.99136, 0.19604, 2.37389], [3.44966, 2.69225, 2.31897], [3.61791, 5.10111, 2.03027], [2.60150, 6.22155, 0.05071], [1.58559, 4.80637, -1.78113], [1.28457, 2.45950, -1.44145], [3.14267, -2.21135, 0.60446], [5.14367, -3.03018, -0.43047], [6.57048, -1.57870, -1.75195], [5.89477, 0.85219, -2.08641], [4.00955, 1.76076, -0.90136], [-1.72486, -1.90060, 5.27702], [-1.85804, -4.37926, 5.39196], [-2.11949, -5.65880, 3.36263], [-1.73937, -4.55313, 1.12474], [-1.37934, -3.89042, -2.34507], [0.24620, -5.84898, -2.68767], [2.17622, -6.01012, -1.32172], [2.61119, -4.51213, 0.53769], [0.88848, -2.78891, 1.10106], [-3.83022, -2.34232, 1.54380], [-6.15881, -2.62948, 0.88797], [-6.74666, -2.63698, -1.54930], [-5.04337, -2.25426, -3.23230], [-2.67927, -1.80559, -2.51217], [-3.89875, 0.02254, 3.97148], [-6.07293, 0.92785, 3.45865], [-6.35640, 2.30437, 1.41296], [-4.35300, 2.91600, 0.03238], [-2.53814, 4.90316, 0.86709], [-1.85768, 6.55806, 2.54239], [0.03394, 6.00320, 4.10137], [1.08811, 3.69445, 3.95333], [0.40748, 2.23773, 2.24691], [-3.32482, 1.45986, -2.09742], [-3.87327, 2.71297, -4.17561], [-3.00145, 4.95783, -4.58483], [-1.32304, 5.90794, -3.07680], [-0.87136, 4.76329, -0.86161], [0.45460, -0.26633, -4.59866], [-0.34887, -0.29547, -3.40082], [-1.69666, 0.23431, -3.65725], [0.37354, 0.68621, -2.29930], [-0.40029, -1.57499, -2.68037], [2.59197, -2.41747, -2.69153], [3.16108, -2.51322, -3.85603], [3.53323, -3.78704, -4.39290], [3.94472, -3.93074, -5.68068], [4.04867, -2.79851, -6.50882], [3.82397, -1.51820, -6.01651], [3.32408, -1.39987, -4.75173], [3.44885, -4.69275, -3.77077], [4.07328, -4.89318, -6.12620], [4.33041, -3.03631, -7.53022], [3.91952, -0.64272, -6.62535], [2.94335, -0.46444, -4.42326]], "forces_ev_per_a": [[-0.40, -1.15, 0.20], [0.33, -0.04, -0.79], [-0.75, 0.58, -0.15], [-0.26, -0.21, 0.59], [-0.44, 0.18, -0.42], [0.27, -0.18, 0.54], [0.33, -0.02, 0.46], [-0.46, -0.76, -0.68], [0.99, 1.07, -0.39], [0.13, 0.26, 0.16], [0.27, 0.47, 0.57], [0.04, -0.17, 0.18], [-0.90, 0.06, -1.32], [0.13, 0.23, -0.33], [0.80, 0.76, 1.45], [-0.07, 0.04, 0.07], [1.46, -0.43, -0.55], [-0.62, -0.02, 0.35], [-0.22, -0.24, 0.44], [-0.10, 0.50, -0.44], [-0.80, 0.53, 1.17], [-0.01, -1.68, -0.16], [0.19, 1.11, 1.31], [0.28, 1.08, -0.52], [-0.41, 0.09, -0.45], [0.47, -1.38, -0.50], [0.01, 0.65, -0.90], [-0.03, -0.56, -0.72], [-0.09, -1.05, -0.22], [0.56, 0.00, 1.28], [-0.60, -0.42, -0.46], [-0.15, -0.57, -0.13], [0.76, 0.11, -0.64], [0.29, 0.14, 0.56], [-0.58, 0.31, -0.08], [-0.12, 0.44, 0.53], [0.12, -0.36, 0.94], [0.49, 0.40, -0.91], [1.82, -0.11, -0.19], [-0.25, 0.78, -0.50], [-0.16, -0.25, 0.55], [0.56, 0.34, -0.30], [0.65, -1.28, 0.59], [0.10, -0.79, 0.74], [-0.96, 0.48, -0.32], [0.48, 0.10, -0.69], [0.97, 0.09, 0.11], [-0.37, 0.30, 1.35], [-1.63, 1.17, 0.14], [1.10, -1.16, 0.11], [-0.20, -0.14, -0.46], [-0.25, 1.16, 0.10], [-0.52, 0.16, -0.22], [0.09, 0.15, -0.64], [0.03, 0.99, -0.15], [0.56, -0.43, -0.15], [0.04, -0.05, 0.73], [-0.18, 0.16, -0.49], [-0.21, -0.53, 1.16], [0.79, 0.30, -0.81], [-0.19, 0.02, 0.43], [-0.01, -0.02, -0.59], [-0.89, 0.34, -0.14], [0.54, 0.09, -0.38], [-0.35, -0.21, -0.29], [0.09, -0.03, 0.09], [0.02, -0.80, 0.05], [-0.06, 0.03, 0.08], [-0.14, -0.50, -0.17], [-0.08, 0.48, -0.07], [-0.18, 0.29, 0.04], [0.19, 0.07, -0.24], [0.33, -0.01, -0.24], [-0.03, 0.29, -0.17], [0.14, -0.14, -0.33], [-0.20, -0.32, 0.78], [0.06, 0.28, -0.24], [-0.20, -0.46, 0.17], [0.17, 0.07, 0.21], [-0.43, 0.85, 0.17], [-0.06, -0.43, 0.05], [-0.22, -0.03, 0.05], [0.38, 0.16, 0.13], [-0.20, 0.13, -0.45], [-0.48, -0.13, 0.58], [-1.30, -0.19, -0.18], [0.20, -0.21, 0.63], [0.23, 0.01, -0.70], [-0.09, 0.46, 0.00], [0.09, 0.28, -0.32], [-0.21, 0.34, -0.14], [-0.27, -0.30, 0.21], [-0.35, 0.34, -0.32], [0.36, -0.47, 0.29], [-0.07, -0.26, 0.05], [0.47, 0.06, 0.62], [0.59, -1.13, -0.02], [-0.17, 0.37, -0.16], [-0.46, -0.31, -0.39], [0.25, -0.27, 0.12], [-0.03, 0.01, 0.34], [-0.42, -0.17, -0.34], [0.62, -0.02, 0.58], [-1.22, 0.45, -0.41], [0.62, -0.04, 0.76], [-0.47, -0.59, -0.62], [0.06, 0.42, -0.24], [-0.03, 0.16, 0.58], [0.19, -0.17, -1.52], [-0.06, -1.17, 1.13], [-0.42, 1.20, -0.49], [0.64, -0.93, -0.35], [-0.28, -0.83, -0.04], [-0.18, 0.07, 0.90], [-0.11, 0.63, -0.15], [0.27, -0.51, 0.00], [0.02, 0.59, -0.05], [0.01, 0.24, -0.32], [-0.11, 0.70, 0.35]], "spin_multiplicity": 6, "total_energy_ha": -6373.56401, "molar_mass_g_mol": 1254.9, "fmax_ha_per_bohr": 0.0390, "de_lowest_kj_mol": 0.0, "homo_lumo_gap_ev": [7.320, 6.470]}



4.
{"formula": "C2H6NS", "method": "the ωB97M-V functional and the def2-TZVPD basis", "species": ["S", "H", "C", "C", "N", "H", "H", "H", "H", "H"], "positions_angstrom": [[-1.24741, -0.28159, 1.52699], [-2.38200, -0.92606, 1.86139], [0.99099, 1.27717, -0.58889], [0.73118, -0.91339, -1.25647], [1.10098, 0.24933, -1.64775], [1.24783, 2.23300, -1.05587], [1.74920, 1.21027, 0.21409], [0.02544, 1.20105, -0.05543], [0.37946, -1.56319, -2.05474], [0.57523, -1.16164, -0.20468]], "forces_ev_per_a": [[-0.18, -0.10, 0.18], [0.09, 0.05, -0.03], [1.33, 0.03, 0.31], [0.01, 1.25, -0.59], [-1.08, -0.45, 0.86], [-0.70, 0.10, 0.09], [-0.05, -0.49, -0.22], [0.23, 0.39, -0.60], [0.62, -0.66, 0.13], [-0.28, -0.12, -0.12]], "charge": -1, "total_energy_ha": -532.73336, "molar_mass_g_mol": 76.1, "fmax_ha_per_bohr": 0.0283, "de_lowest_kj_mol": 99.2, "homo_lumo_gap_ev": 7.262}



5.
{"formula": "C5H11N", "method": "the ωB97M-V functional and the def2-TZVPD basis", "species": ["C", "C", "C", "C", "N", "C", "H", "H", "H", "H", "H", "H", "H", "H", "H", "H", "H"], "positions_angstrom": [[0.73256, 0.31181, -0.36718], [0.85391, 0.60646, 1.70324], [-0.65279, -0.05691, -2.55736], [-0.61132, 0.03712, -0.43840], [1.28647, -0.53760, 2.41333], [-1.74381, -0.30696, 0.12714], [0.59591, -1.27855, 2.44680], [2.16664, -0.91439, 2.08302], [1.40448, -0.53130, -0.50373], [1.07565, 1.25371, -0.78727], [-0.08761, 0.99862, 2.07540], [1.60268, 1.39429, 1.68548], [0.31098, -0.08849, -3.06165], [-1.19744, -0.98292, -2.73323], [-1.21204, 0.84309, -2.80392], [-1.90220, -0.24947, 1.19826], [-2.62206, -0.49853, -0.47993]], "forces_ev_per_a": [[2.06, 1.32, 5.64], [0.93, -0.06, -2.79], [-1.03, -0.16, 2.67], [-1.90, -1.25, -5.80], [-0.07, -0.26, 0.15], [-0.03, 0.62, 0.03], [0.11, 0.12, -0.06], [-0.15, 0.09, 0.05], [-0.04, 0.09, -0.15], [-0.07, -0.20, -0.13], [-0.13, -0.13, -0.32], [0.02, -0.06, 0.27], [0.21, 0.10, 0.54], [-0.15, 0.18, -0.13], [-0.06, -0.16, -0.11], [0.16, -0.13, 0.10], [0.14, -0.13, 0.05]], "total_energy_ha": -251.67794, "molar_mass_g_mol": 85.1, "fmax_ha_per_bohr": 0.1212, "de_lowest_kj_mol": 484.6, "homo_lumo_gap_ev": 8.032}



6.
{"formula": "C11H34N2OP2Tl", "method": "the ωB97M-V functional and the def2-TZVPD basis", "species": ["Tl", "H", "H", "P", "P", "C", "H", "H", "H", "C", "H", "H", "H", "C", "H", "H", "H", "C", "H", "H", "H", "C", "H", "H", "H", "C", "H", "H", "H", "H", "H", "C", "N", "C", "C", "O", "N", "C", "C", "H", "H", "H", "H", "H", "H", "H", "H", "H", "H", "H", "H"], "positions_angstrom": [[-0.00600, 0.00071, -1.26401], [1.11110, 0.45401, -0.48421], [1.09640, -0.43729, -0.48311], [-0.00620, 2.31581, -1.68771], [-0.10950, -2.31529, -1.67211], [-1.40590, -3.27119, -0.76681], [-1.41080, -4.33639, -1.05891], [-1.22380, -3.18469, 0.31719], [-2.38840, -2.82169, -0.98581], [-0.47170, -2.73089, -3.43251], [0.30930, -2.27829, -4.06431], [-0.50410, -3.82329, -3.59131], [-1.44000, -2.28199, -3.70681], [1.41320, -3.31129, -1.34551], [1.65570, -3.25439, -0.27111], [1.28060, -4.36869, -1.63661], [2.24790, -2.87119, -1.91591], [-0.52040, 2.74351, -3.40691], [-0.48130, 3.83341, -3.58101], [0.15000, 2.22281, -4.10931], [-1.54550, 2.37361, -3.56961], [-1.12820, 3.37081, -0.66621], [-0.83740, 3.28111, 0.39369], [-1.08860, 4.43101, -0.97351], [-2.15820, 2.99201, -0.77141], [1.60920, 3.20121, -1.53711], [2.34530, 2.69621, -2.18401], [1.52180, 4.26291, -1.82931], [1.95910, 3.13611, -0.49301], [1.06760, -0.01989, -2.61771], [-1.22700, 0.01351, -2.38601], [-2.42790, 0.15561, 1.73369], [-1.25810, 0.08151, 2.61089], [-1.52050, 0.10021, 4.03979], [-0.00600, 0.00071, 2.00689], [-0.00600, 0.00071, 0.73599], [1.23360, -0.07969, 2.65639], [1.52800, -0.10039, 4.09029], [2.43880, -0.15909, 1.83409], [-3.38810, 0.21711, 2.28779], [-2.47650, -0.74989, 1.09189], [-2.36200, 1.05851, 1.08989], [-1.19050, -0.85549, 4.49849], [-1.06840, 1.00571, 4.49699], [-2.60280, 0.17141, 4.27469], [2.07130, -1.03829, 4.33639], [2.18830, 0.75881, 4.33759], [0.71720, -0.04809, 4.79969], [2.41320, -1.07299, 1.20519], [2.53540, 0.75291, 1.20929], [3.36690, -0.22179, 2.44499]], "forces_ev_per_a": [[-13.41, 0.00, -14.16], [8.10, 0.99, 3.99], [8.57, -1.08, 4.29], [0.04, 6.23, -0.99], [-0.20, -6.15, -0.83], [0.02, 0.02, -0.02], [-0.04, 0.46, 0.15], [-0.06, -0.10, -0.35], [0.30, -0.20, 0.05], [-0.02, 0.41, 0.10], [-0.28, -0.19, 0.22], [0.01, 0.51, 0.19], [0.33, -0.19, 0.04], [-0.02, 0.04, 0.01], [-0.05, -0.11, -0.35], [0.09, 0.47, 0.15], [-0.28, -0.20, 0.19], [-0.04, -0.39, 0.12], [-0.01, -0.51, 0.19], [-0.24, 0.21, 0.23], [0.35, 0.16, 0.00], [0.02, 0.01, -0.03], [-0.09, 0.10, -0.34], [-0.07, -0.45, 0.17], [0.32, 0.19, 0.01], [-0.02, -0.06, 0.04], [-0.25, 0.21, 0.22], [0.06, -0.47, 0.15], [-0.07, 0.11, -0.35], [1.77, -0.03, -2.07], [-2.55, 0.05, -0.93], [-0.26, 0.00, -1.04], [1.11, -0.06, -0.04], [-0.06, 0.01, 0.96], [-0.63, 0.00, 1.33], [-1.45, -0.06, 9.60], [-2.05, 0.12, -0.02], [1.10, -0.07, 0.63], [0.35, 0.01, -0.58], [0.96, -0.06, -0.02], [-0.02, 0.62, 0.23], [-0.09, -0.61, 0.23], [0.00, 0.77, 0.00], [-0.11, -0.77, 0.00], [0.65, -0.04, -0.62], [-0.20, 0.56, -0.22], [-0.27, -0.53, -0.22], [-0.40, 0.03, -0.47], [0.06, 0.60, 0.14], [-0.02, -0.61, 0.15], [-0.97, 0.06, -0.11]], "charge": 1, "total_energy_ha": -1478.72426, "molar_mass_g_mol": 476.7, "fmax_ha_per_bohr": 0.3792, "de_lowest_kj_mol": 986.2, "homo_lumo_gap_ev": 7.116}